No. 1
This record from the Open Molecules 2025 dataset describes a 7-piece molecular cluster, C21H50BF10N4O8S overall in a non-equilibrium geometry. The level of theory is ωB97M-V with the def2-TZVPD basis set.

The geometry in XYZ format:
```
95
Properties=species:S:1:pos:R:3:forces:R:3
N 0.3021 -1.7466 3.6407 -0.86 -0.05 -0.78
C -1.2000 -1.7131 3.7150 2.13 0.03 0.70
N -1.6858 -0.9674 2.5233 -0.38 -1.36 1.62
C -1.9751 0.4055 2.4931 -0.83 -1.29 -4.54
F -1.9074 1.2932 3.4911 0.08 -1.39 -0.96
C -2.3652 0.5729 1.1210 0.10 1.33 2.56
N -2.7730 1.8142 0.5511 -0.45 -1.27 0.00
N -2.2745 -0.6569 0.4481 0.16 -0.19 1.67
C -2.5827 -0.7649 -0.9932 -0.17 1.51 -0.19
C -1.4746 0.0164 -1.7866 -0.12 0.14 -1.54
C -0.3584 -0.8930 -2.4103 -1.64 -1.32 0.73
F -0.3958 -2.0897 -1.6503 0.59 1.08 -0.67
F -0.6649 -1.3247 -3.6868 0.66 1.02 1.36
C 1.1139 -0.3840 -2.2470 0.48 -2.37 1.59
F 1.3361 -0.2513 -0.8854 -0.60 0.21 -1.52
F 1.9468 -1.3970 -2.6374 -0.98 1.54 0.09
S 1.5913 1.2164 -3.0513 3.27 1.71 -2.31
F 0.2359 1.3358 -3.9296 0.62 -0.09 1.45
F 2.2478 0.3779 -4.3048 -0.85 0.77 1.37
F 3.0363 1.1103 -2.2740 -1.64 0.05 -0.65
F 1.0257 2.1353 -1.8410 -0.15 -1.21 -1.17
F 2.1310 2.5652 -3.7649 -0.74 -1.18 0.83
C -1.8758 -1.6211 1.3524 0.22 1.31 -0.87
C -1.6803 -3.1253 1.1088 -0.42 -0.09 0.53
B -3.1306 -3.8348 1.3980 -0.36 -0.11 0.05
O -3.2151 -4.9388 2.2317 -0.37 2.03 -0.10
O -4.2695 -3.2295 0.7866 1.43 -1.20 0.19
H 0.5653 -1.0890 2.8961 0.26 -0.19 0.65
H 0.6209 -2.6538 3.2911 -0.09 0.27 0.30
H -1.5432 -2.7726 3.7543 -0.33 1.09 -0.13
H -1.4424 -1.1709 4.6619 -0.34 -0.36 -1.07
H -3.0904 2.4543 1.2878 0.38 -0.32 -0.31
H -3.5752 1.6825 -0.0779 0.47 0.13 0.19
H -2.7873 -1.7959 -1.3492 0.48 0.70 0.64
H -3.5398 -0.1943 -1.1459 0.87 -0.78 0.11
H -1.9943 0.5202 -2.6514 0.65 -0.43 0.79
H -1.0062 0.8281 -1.1818 -0.49 -0.72 -0.30
H -0.8938 -3.5396 1.7946 -0.69 0.50 -0.80
H -1.4085 -3.3978 0.0596 0.03 0.73 0.74
H -4.0783 -4.8965 2.6902 0.24 -0.65 -0.47
H -4.1549 -3.4001 -0.1682 -0.51 0.44 0.35
C -6.1129 -2.4043 -4.3193 0.00 -0.06 0.07
C -5.7454 -0.9966 -3.8967 -0.02 -0.29 -0.29
O -4.7657 -1.0315 -2.8508 0.22 0.10 0.31
H -6.5066 -2.9683 -3.4707 -0.07 0.08 -0.04
H -6.8630 -2.3897 -5.1112 0.05 -0.02 0.01
H -5.2317 -2.9431 -4.6801 -0.04 0.05 -0.12
H -6.6209 -0.4711 -3.5186 0.19 0.08 0.08
H -5.3407 -0.4293 -4.7387 -0.16 0.04 -0.01
H -3.9882 -1.4897 -3.1935 -0.22 0.02 -0.21
C 6.2391 0.6406 -1.4188 -0.06 -0.11 -0.03
C 6.8915 1.1889 -0.1653 0.00 0.23 -0.37
O 8.2062 1.6542 -0.4508 0.15 -0.01 0.15
H 6.8308 -0.1789 -1.8317 -0.03 0.00 0.10
H 5.2322 0.2763 -1.2049 0.01 0.01 -0.06
H 6.1774 1.4108 -2.1924 -0.10 0.02 0.06
H 6.9683 0.4092 0.5934 0.18 0.10 0.00
H 6.3074 2.0182 0.2480 -0.14 -0.12 0.08
H 8.1317 2.3491 -1.1158 0.03 -0.10 0.07
C -2.7969 3.2724 6.8951 0.14 -0.02 -0.03
C -3.7730 2.8316 5.8209 -0.21 0.28 0.47
O -4.8813 2.1556 6.4036 -0.03 -0.17 -0.18
H -2.4395 2.4113 7.4633 0.00 0.01 -0.09
H -1.9385 3.7865 6.4572 -0.02 0.03 0.07
H -3.2828 3.9449 7.6061 0.04 0.07 -0.09
H -3.2920 2.1444 5.1264 -0.18 -0.07 0.08
H -4.1435 3.6926 5.2538 0.17 0.03 -0.10
H -5.3117 2.7689 7.0109 0.03 -0.12 -0.06
C 6.2829 0.5144 4.3509 0.11 -0.01 0.00
C 5.3151 0.0778 3.2687 -0.10 0.24 0.38
O 4.1910 -0.5853 3.8438 -0.17 -0.17 -0.20
H 6.6260 -0.3472 4.9267 0.01 0.01 -0.10
H 7.1503 1.0182 3.9198 -0.02 0.02 0.06
H 5.7953 1.1951 5.0539 0.04 0.08 -0.09
H 5.7996 -0.6177 2.5824 -0.18 -0.09 0.05
H 4.9581 0.9387 2.6930 0.17 0.02 -0.11
H 3.7611 0.0365 4.4426 0.09 -0.11 -0.02
C -10.3031 -0.1700 -5.9162 -0.03 -0.10 -0.01
C -9.6138 0.3715 -4.6790 -0.10 0.22 -0.39
O -8.3045 0.8376 -5.0007 0.19 -0.06 0.15
H -9.7237 -0.9877 -6.3501 -0.04 -0.01 0.08
H -11.3037 -0.5353 -5.6779 0.01 0.03 -0.06
H -10.3861 0.6048 -6.6828 -0.10 0.02 0.07
H -9.5136 -0.4102 -3.9245 0.15 0.09 0.00
H -10.1853 1.1983 -4.2461 -0.11 -0.12 0.08
H -8.3974 1.5348 -5.6605 0.03 -0.09 0.08
C 11.5734 0.2915 -0.9773 -0.04 -0.12 -0.07
C 12.4055 1.2317 -0.1274 -0.41 0.04 -0.06
O 12.1772 2.5832 -0.5126 0.14 0.15 -0.02
H 11.8181 0.4129 -2.0348 0.10 -0.03 0.07
H 11.7462 -0.7489 -0.6929 -0.04 0.01 -0.03
H 10.5085 0.5132 -0.8682 0.03 -0.06 0.11
H 13.4684 1.0233 -0.2540 -0.02 0.19 0.00
H 12.1559 1.1214 0.9331 0.10 -0.17 0.02
H 11.2381 2.7650 -0.3889 0.12 -0.05 0.00
```
Positions in Å, forces in eV/Å.

Values from the calculation:
- energy above the lowest of the compared OMol25 structures with the same formula, charge and spin (eV) = 2.1551
- charge = +1
- E (Eh) = -3072.49312
- HOMO (eV) = -11.02
- 2S+1 = 1
- orbital gap (eV) = 8.3
- M (g mol⁻¹) = 719.510

Löwdin atomic charge list, values in e, 5 entries:
1. N 0.040
2. C -0.135
3. N 0.039
4. C -0.134
5. F 0.133

No. 2
This record from the Open Molecules 2025 dataset describes C21H50Br2N20O10S as an isolated structure in a non-equilibrium geometry. The level of theory is ωB97M-V with the def2-TZVPD basis set.

The geometry in XYZ format:
```
104
Properties=species:S:1:pos:R:3:forces:R:3
C 0.1379 -6.5408 -1.6364 -0.16 -0.59 -0.21
C -0.0686 -6.6291 -3.1483 -0.31 0.28 0.53
Br 1.6866 -6.4316 -4.0047 -0.14 -0.10 -0.14
C -1.0917 -5.6281 -3.7449 0.53 0.21 0.11
Br -2.7269 -6.6502 -4.1633 -0.02 0.17 -0.06
C -1.3635 -4.4154 -2.8788 -0.74 0.56 -0.17
C -2.4105 -4.5049 -1.9091 0.23 -0.03 -1.05
C -2.7244 -3.5082 -1.0446 6.39 -8.24 -0.20
C -1.9783 -2.3064 -1.0984 8.03 0.14 -1.04
N -2.1046 -1.2107 -0.3554 1.49 1.08 -0.37
S -0.9763 -0.1832 -0.8540 0.01 0.18 -0.34
N -0.3170 -1.0300 -2.0349 0.13 0.07 -0.12
C -0.9489 -2.2041 -2.0766 0.43 -0.01 -0.30
C -0.6256 -3.2573 -2.9895 0.08 -1.01 -0.45
C 0.4641 -3.0571 -4.0037 0.13 0.73 0.36
C 1.8277 -2.6576 -3.4242 0.03 0.35 -0.57
C 2.8305 -2.6040 -4.5768 -0.73 -0.47 0.39
O 4.1544 -2.3708 -4.1666 0.15 0.17 -0.10
H 0.3875 -7.5361 -1.2789 0.17 0.20 0.04
H 0.9679 -5.8852 -1.4086 -0.01 0.25 0.21
H -0.7579 -6.2255 -1.1092 -0.11 0.19 -0.09
H -0.4047 -7.6250 -3.3917 0.19 -0.19 -0.28
H -0.7605 -5.2886 -4.7124 0.01 -0.14 -0.28
H -2.9829 -5.4135 -1.8380 0.15 -0.26 0.20
H -3.5109 -3.6366 -0.3172 4.23 -5.64 -0.62
H 0.6163 -3.9182 -4.6373 -0.17 -0.28 -0.05
H 0.1460 -2.2401 -4.6566 0.02 0.09 -0.15
H 1.7544 -1.6576 -3.0122 0.09 0.02 0.35
H 2.1548 -3.3450 -2.6437 0.00 -0.19 0.04
H 2.7287 -3.5410 -5.1357 0.28 -0.09 -0.15
H 2.5062 -1.8022 -5.2350 0.30 0.20 -0.18
H 4.3024 -2.8778 -3.3646 0.08 -0.04 0.05
C -5.4102 -2.6072 -4.7859 -0.05 -0.06 -0.15
O -5.6952 -1.4281 -4.6750 -0.02 0.01 0.09
N -6.2280 -3.5021 -5.4256 -0.02 0.03 0.06
N -4.2574 -3.1389 -4.2826 -0.07 0.00 0.12
H -6.0117 -4.4751 -5.5280 0.05 -0.01 -0.01
H -7.0835 -3.1476 -5.8082 0.00 0.03 -0.02
H -3.6328 -2.5150 -3.8071 0.10 0.00 -0.10
H -4.0107 -4.1093 -4.3622 0.06 -0.03 0.03
C 1.6517 2.5926 -2.4601 0.00 0.17 0.01
O 2.1310 1.7675 -1.6959 -0.10 -0.04 0.04
N 2.1865 3.8284 -2.6464 0.02 -0.37 0.05
N 0.5108 2.3211 -3.1757 -0.08 -0.04 0.02
H 1.8018 4.5239 -3.2557 0.01 0.07 0.05
H 3.0111 4.0620 -2.1231 -0.02 0.20 -0.02
H 0.1014 1.4159 -3.0410 0.05 -0.07 -0.13
H 0.0766 2.9665 -3.8067 0.04 0.05 0.00
C 2.9643 6.5865 -0.5818 -0.15 -0.09 0.11
O 3.2478 6.4597 -1.7704 0.17 -0.04 -0.11
N 1.6860 6.8236 -0.1745 0.03 0.04 0.11
N 3.8689 6.4738 0.4232 -0.02 -0.08 -0.08
H 1.4144 6.9050 0.7928 -0.20 0.02 -0.03
H 0.9847 6.9067 -0.8847 -0.02 0.00 0.01
H 4.8229 6.2964 0.1745 0.02 0.02 -0.01
H 3.6382 6.5717 1.4006 0.20 0.11 0.07
C -0.9156 5.4867 1.7735 0.30 -0.45 -0.29
O -0.3133 6.5082 2.0987 -0.12 0.26 0.24
N -0.2867 4.4721 1.1258 0.11 0.10 -0.20
N -2.2388 5.2789 2.0068 -0.16 0.55 0.01
H -0.7484 3.6193 0.8705 -0.03 -0.10 0.25
H 0.6887 4.5872 0.9195 -0.01 0.02 -0.06
H -2.7476 5.9951 2.4878 0.04 0.05 -0.03
H -2.7080 4.4411 1.7204 0.14 -0.18 0.20
C 3.2542 -8.7615 -0.3501 0.04 0.00 -0.04
O 2.1347 -8.5936 -0.8040 0.21 -0.20 0.13
N 4.2355 -9.4051 -1.0489 -0.01 -0.04 -0.03
N 3.6146 -8.3154 0.8906 -0.04 0.01 0.03
H 5.1621 -9.5522 -0.6982 0.00 0.02 0.02
H 4.0005 -9.7400 -1.9642 -0.01 0.02 -0.01
H 2.9155 -7.8376 1.4269 -0.01 0.01 -0.01
H 4.5282 -8.4404 1.2817 0.02 0.00 -0.02
C -2.3719 1.3816 2.8037 0.13 -0.36 -0.20
O -1.9863 2.4512 2.3467 -0.20 0.04 0.03
N -2.1834 0.2160 2.1360 -0.05 0.20 0.41
N -3.0122 1.2893 4.0075 -0.03 0.14 -0.01
H -2.4889 -0.6874 2.4574 0.01 -0.01 -0.18
H -1.7039 0.2720 1.2576 -0.17 0.01 0.48
H -3.1566 2.1401 4.5173 0.02 0.01 0.01
H -3.3316 0.4237 4.3971 0.04 -0.03 -0.03
C -4.0650 -2.6842 0.7717 -1.93 2.84 2.63
O -3.0505 -2.5738 1.4430 -0.77 -0.85 0.15
N -5.2787 -2.9912 1.3203 0.12 -0.26 -0.06
N -4.0571 -2.5033 -0.5795 -12.37 7.25 1.94
H -6.1210 -3.0841 0.7861 -0.04 0.06 -0.06
H -5.3123 -3.1311 2.3120 0.00 -0.05 0.06
H -3.1783 -2.2653 -1.0065 -5.16 3.27 -0.76
H -4.8728 -2.5837 -1.1556 -0.68 0.24 0.07
C 4.0487 7.0406 4.4741 -0.21 0.03 0.16
O 4.4269 6.9339 3.3126 0.02 -0.05 -0.09
N 2.7530 7.2454 4.8194 -0.10 -0.01 -0.12
N 4.9112 6.9619 5.5308 0.19 -0.05 0.01
H 2.4625 7.3296 5.7811 0.02 0.06 -0.03
H 2.0761 7.3093 4.0806 -0.01 -0.06 -0.02
H 5.8801 6.8116 5.3256 0.00 0.00 -0.03
H 4.6119 7.0522 6.4848 -0.13 0.05 -0.03
C 1.7614 7.7623 8.7053 -0.12 0.03 0.13
O 2.4605 7.6421 7.7089 0.11 -0.06 0.03
N 0.7262 8.6462 8.7611 0.02 0.01 -0.08
N 1.9683 7.0220 9.8309 0.07 -0.02 -0.04
H 0.1398 8.7633 9.5646 0.01 -0.02 0.02
H 0.5539 9.2040 7.9455 0.01 0.01 -0.01
H 2.7238 6.3631 9.8151 0.00 -0.01 -0.01
H 1.4100 7.1039 10.6585 -0.02 0.02 0.00
```
Positions in Å, forces in eV/Å.

Values from the calculation:
- E (Eh) = -8223.97201
- HOMO (eV) = -7.22
- 2S+1 = 1
- orbital gap (eV) = 6.7
- M (g mol⁻¹) = 934.636

Löwdin atomic charge list, values in e, 5 entries:
1. C -0.132
2. C -0.725
3. Br 0.745
4. C -0.629
5. Br 0.758